Model i:
A 2-piece molecular cluster, C7H12S overall, computed with wB97M-V/def2-TZVPD.

```
20
Properties=species:S:1:pos:R:3:mulliken_charge:R:1
C -0.525 -3.001 -0.896 -0.12
C -0.019 -1.979 -0.389 -0.37
C 0.078 1.527 1.237 -1.19
C -1.411 0.601 -0.528 -2.10
C 0.982 1.141 -1.104 -1.47
C 0.531 -0.902 0.233 -0.30
C 0.039 0.508 0.023 1.58
S 2.007 -1.096 1.202 -0.23
H -1.107 -3.718 -1.411 0.51
H 0.844 1.161 2.046 0.27
H 0.376 2.580 0.859 0.34
H -0.963 1.670 1.639 0.33
H -2.200 0.096 0.027 0.41
H -1.750 1.652 -0.490 0.50
H -1.451 0.237 -1.527 0.50
H 0.412 1.739 -1.796 0.36
H 1.359 0.214 -1.744 0.34
H 1.636 1.773 -0.544 0.45
H -0.908 -1.872 2.432 0.03
H 2.069 -2.333 0.731 0.16
```

Calculated values
LUMO (spin up / spin down) in eV: -0.05 / -0.39
Gap between HOMO and LUMO (spin up / spin down) in eV: 7.15 / 9.27


Model ii:
One molecule with the formula C7H12S, computed with wB97M-V/def2-TZVPD.

```
20
Properties=species:S:1:pos:R:3:mulliken_charge:R:1
C 2.553 -1.835 -0.634 -0.70
C 2.215 -0.749 -0.005 0.30
C 2.503 0.606 0.497 -0.80
C 1.101 0.035 0.548 0.06
C -0.050 0.471 -0.408 -0.67
C -1.369 0.133 0.162 0.14
C -2.641 0.679 -0.432 -1.25
S -1.505 -1.746 0.237 -0.19
H 3.583 -2.082 -0.998 0.25
H 1.796 -2.646 -0.789 0.21
H 2.969 0.967 1.356 0.33
H 2.672 1.191 -0.424 0.23
H 0.610 -0.241 1.595 0.23
H 0.002 1.659 -0.408 0.22
H 0.036 -0.047 -1.417 0.33
H -1.246 0.337 1.300 0.30
H -3.497 0.359 0.295 0.33
H -2.994 0.098 -1.382 0.29
H -2.671 1.733 -0.400 0.38
H -0.206 -1.840 -0.075 0.01
```

Calculated values
SMILES string: C=C1C[C@H]1C[C@@H](C)S
LUMO in eV: 0.95
Gap between HOMO and LUMO in eV: 9.90


Model iii:
One molecule with the formula C7H12S, computed with wB97M-V/def2-TZVPD.

```
20
Properties=species:S:1:pos:R:3:mulliken_charge:R:1
C -1.513 1.005 0.122 -0.76
C -1.637 -0.430 0.262 -0.54
C -0.400 -1.221 -0.109 0.16
C 0.486 -0.624 -1.198 -1.10
C 1.476 -0.043 -0.149 0.32
C 1.148 1.449 0.139 -0.97
S -0.294 1.761 1.254 -0.13
C 0.810 -0.985 0.910 -1.21
H -1.227 1.300 -0.893 0.29
H -2.506 1.539 0.344 0.35
H -2.521 -0.736 -0.432 0.28
H -1.903 -0.664 1.377 0.23
H -0.610 -2.224 -0.387 0.52
H 0.083 0.046 -1.960 0.36
H 0.936 -1.475 -1.679 0.28
H 2.567 -0.188 -0.354 0.44
H 1.994 1.871 0.728 0.36
H 1.074 2.072 -0.776 0.37
H 1.389 -1.887 0.916 0.31
H 0.646 -0.565 1.886 0.43
```

Calculated values
SMILES string: C1C[C@H]2C[C@@H](CS1)C2
LUMO in eV: 0.93
Gap between HOMO and LUMO in eV: 9.46


Which is the most stable structure? model iii is the most stable.


Model i:
A 2-piece molecular cluster, C3H10S3 overall, computed with wB97M-V/def2-TZVPD.

```
16
Properties=species:S:1:pos:R:3:mulliken_charge:R:1
C -1.082 1.576 0.170 -0.50
S -2.533 2.070 1.054 -0.09
C -2.090 1.422 2.710 -0.73
H -0.644 0.582 0.346 -0.05
H -1.409 1.712 -0.861 0.28
H -0.246 2.205 0.486 0.32
H -1.603 2.304 3.134 0.26
H -1.306 0.668 2.627 0.22
H -2.995 1.118 3.228 0.29
C 0.416 -2.250 -2.262 -0.80
S 0.890 -1.360 -0.783 0.02
S 2.967 -1.130 -0.642 -0.23
H 1.314 -2.681 -2.714 0.30
H -0.356 -2.999 -2.174 0.30
H 0.022 -1.537 -3.003 0.26
H 2.865 0.153 -0.237 0.16
```

Calculated values
SMILES string: CSC.CSS
LUMO in eV: 0.37
Gap between HOMO and LUMO in eV: 8.61


Model ii:
A 2-piece molecular cluster, C3H10S3 overall, computed with wB97M-V/def2-TZVPD.

```
16
Properties=species:S:1:pos:R:3:mulliken_charge:R:1
C 0.008 -0.600 -1.984 -0.93
C 1.163 -1.282 -1.122 -0.22
S 1.807 -0.007 0.002 -0.22
H 0.254 0.395 -2.160 0.35
H -0.251 -1.264 -2.794 0.31
H -0.807 -0.617 -1.223 0.05
H 2.094 -1.824 -1.550 0.29
H 0.673 -2.104 -0.507 0.24
H 1.107 0.873 -0.701 0.10
C -0.118 1.519 2.287 -0.74
S -1.520 1.557 1.165 0.00
S -2.263 -0.311 0.928 -0.25
H 0.340 0.484 2.272 0.25
H 0.654 2.350 2.155 0.29
H -0.309 1.682 3.439 0.31
H -2.833 -0.850 -0.209 0.17
```

Calculated values
SMILES string: CCS.CSS
LUMO in eV: -0.10
Gap between HOMO and LUMO in eV: 8.23


Model iii:
A 2-piece molecular cluster, C3H10S3 overall, computed with wB97M-V/def2-TZVPD.

```
16
Properties=species:S:1:pos:R:3:mulliken_charge:R:1
C -2.287 -0.066 2.062 -0.72
S -3.354 -0.926 0.890 -0.10
C -2.978 -0.202 -0.717 -0.77
H -1.656 -0.805 2.543 0.26
H -2.902 0.391 2.833 0.28
H -1.602 0.674 1.653 0.23
H -2.559 0.794 -0.665 0.26
H -2.379 -0.892 -1.296 0.24
H -3.917 -0.018 -1.247 0.31
C 2.104 0.715 -2.372 -0.74
S 1.656 0.719 -0.613 -0.03
S 3.099 -0.190 0.430 -0.21
H 2.607 1.652 -2.625 0.28
H 1.142 0.607 -2.876 0.25
H 2.611 -0.192 -2.685 0.31
H 2.603 -1.423 0.482 0.15
```

Calculated values
SMILES string: CSC.CSS
LUMO in eV: 0.62
Gap between HOMO and LUMO in eV: 8.96


Which is the most stable structure? model iii is the most stable.


Model i:
A 2-piece molecular cluster, C3H10S3 overall, computed with wB97M-V/def2-TZVPD.

```
16
Properties=species:S:1:pos:R:3:mulliken_charge:R:1
C 1.065 -0.361 2.420 -0.92
C -0.453 -0.265 2.593 -0.58
S -1.087 1.417 2.155 -0.18
H 1.588 0.249 3.155 0.32
H 1.378 -0.058 1.449 0.29
H 1.391 -1.361 2.668 0.31
H -0.937 -1.086 2.081 0.33
H -0.689 -0.336 3.657 0.35
H -0.514 1.890 3.269 0.11
C 0.130 -0.089 -4.274 -0.73
S -1.221 0.632 -3.315 -0.08
S -1.184 -0.550 -1.598 -0.19
H -0.229 -0.756 -5.045 0.28
H 0.816 -0.558 -3.592 0.28
H 0.660 0.747 -4.740 0.27
H -0.714 0.484 -0.883 0.16
```

Calculated values
SMILES string: CCS.CSS
LUMO in eV: 0.55
Gap between HOMO and LUMO in eV: 9.36


Model ii:
A 2-piece molecular cluster, C3H10S3 overall, computed with wB97M-V/def2-TZVPD.

```
16
Properties=species:S:1:pos:R:3:mulliken_charge:R:1
C 2.201 0.864 1.079 -0.95
C 2.499 0.096 -0.206 -0.33
S 4.295 -0.165 -0.468 -0.23
H 2.393 0.203 1.927 0.30
H 2.614 1.861 1.192 0.37
H 1.124 1.049 1.208 0.19
H 2.042 0.619 -1.044 0.28
H 1.998 -0.871 -0.169 0.27
H 4.643 1.065 -0.053 0.11
C -2.619 -1.913 0.154 -0.86
S -3.493 -0.364 -0.066 -0.03
S -1.994 1.034 -0.095 -0.21
H -1.812 -1.938 0.881 0.32
H -3.390 -2.576 0.567 0.29
H -2.366 -2.301 -0.829 0.32
H -1.171 0.397 -0.990 0.15
```

Calculated values
SMILES string: CCS.CSS
LUMO in eV: 0.55
Gap between HOMO and LUMO in eV: 9.19


Which is the most stable structure? model i is the most stable.


Model i:
A 2-piece molecular cluster, C3H10S3 overall, computed with wB97M-V/def2-TZVPD.

```
16
Properties=species:S:1:pos:R:3:mulliken_charge:R:1
C 0.910 1.106 2.172 -0.68
S -0.421 2.185 1.691 -0.09
C -1.725 2.511 2.809 -0.71
H 0.784 0.609 3.156 0.28
H 1.253 0.401 1.381 0.22
H 1.853 1.750 2.416 0.24
H -1.682 3.597 2.595 0.23
H -1.693 2.182 3.835 0.35
H -2.625 2.122 2.209 0.21
C 0.286 0.020 -1.110 -0.33
S 0.024 -1.760 -0.940 -0.03
S 0.671 -2.315 -2.793 -0.19
H 1.237 0.243 -1.574 0.38
H -0.577 0.464 -1.704 0.33
H -0.029 0.626 -0.300 -0.34
H 0.264 -3.576 -2.562 0.14
```

Calculated values
SMILES string: CSC.CSS
LUMO in eV: 0.61
Gap between HOMO and LUMO in eV: 8.53


Model ii:
A 2-piece molecular cluster, C3H10S3 overall, computed with wB97M-V/def2-TZVPD.

```
16
Properties=species:S:1:pos:R:3:mulliken_charge:R:1
C 1.222 0.740 1.836 -0.74
S -0.324 0.125 2.602 -0.07
C -0.425 -1.481 1.820 -0.64
H 1.838 1.116 2.646 0.33
H 1.665 -0.022 1.203 0.22
H 0.967 1.594 1.210 0.20
H 0.510 -2.010 1.946 0.32
H -0.513 -1.461 0.731 0.05
H -1.182 -2.083 2.319 0.30
C -1.324 1.024 -1.111 -0.53
S -0.610 -0.569 -1.595 -0.08
S 1.168 0.202 -2.383 -0.20
H -2.293 0.837 -0.657 0.28
H -0.644 1.434 -0.363 0.02
H -1.390 1.767 -1.895 0.38
H 0.607 0.936 -3.357 0.14
```

Calculated values
SMILES string: CSC.CSS
LUMO in eV: 0.40
Gap between HOMO and LUMO in eV: 8.73


Which is the most stable structure? model ii is the most stable.


Model i:
A 11-piece molecular cluster, H21O11 overall, computed with wB97M-V/def2-TZVPD.

```
32
Properties=species:S:1:pos:R:3:mulliken_charge:R:1
O -0.363 0.265 0.351 -0.36
H 0.170 -0.235 -0.286 -0.13
O -2.581 1.858 -0.301 -0.67
H -3.036 1.361 -0.961 0.30
H -1.836 1.251 0.004 0.20
O -1.642 -0.876 -1.655 -0.73
H -2.525 -1.105 -1.308 0.33
H -1.197 -0.609 -0.811 0.13
O -1.544 0.804 2.635 -0.72
H -1.098 0.545 1.749 0.20
H -2.002 1.617 2.418 0.34
O 0.563 2.898 1.036 -0.67
H 0.074 2.065 0.913 0.29
H 1.264 2.654 1.611 0.35
O 0.138 -2.742 -2.049 -0.71
H -0.638 -2.246 -1.880 0.46
H 0.758 -2.327 -1.444 0.36
O 0.411 1.815 -1.865 -0.72
H -0.048 1.319 -1.216 0.57
H 0.290 1.308 -2.723 0.34
O 2.052 -2.032 -0.138 -0.64
H 2.304 -1.133 -0.401 0.44
H 2.824 -2.559 -0.337 0.27
O 1.732 0.248 2.197 -0.70
H 1.270 -0.054 2.951 0.32
H 1.081 0.361 1.501 0.24
O -0.982 -2.358 1.352 -0.64
H -1.782 -2.417 0.814 0.29
H -0.684 -1.490 1.114 0.32
O 2.393 0.496 -0.749 -0.70
H 1.616 0.942 -1.110 0.39
H 3.017 0.374 -1.415 0.25
```

Calculated values
Total charge: -1
LUMO in eV: 2.97
Gap between HOMO and LUMO in eV: 10.09


Model ii:
A 11-piece molecular cluster, H21O11 overall, computed with wB97M-V/def2-TZVPD.

```
32
Properties=species:S:1:pos:R:3:mulliken_charge:R:1
O 0.517 -0.109 -0.266 -0.25
H 0.134 0.331 0.486 -0.02
O 1.844 -3.279 -1.134 -0.69
H 2.229 -2.477 -0.604 0.34
H 0.925 -2.943 -1.460 0.42
O -0.252 1.235 3.307 -0.64
H -1.054 1.689 3.342 0.25
H -0.187 0.224 3.122 0.37
O 1.183 0.299 -2.713 -0.68
H 1.879 0.977 -2.551 0.38
H 0.933 0.236 -1.857 0.12
O 1.582 1.900 1.240 -0.69
H 1.357 1.211 0.603 0.34
H 0.891 2.055 1.831 0.35
O -1.288 1.819 -0.918 -0.86
H -0.534 1.338 -0.740 0.50
H -1.953 1.649 -0.226 0.47
O -0.303 -1.449 2.001 -0.76
H 0.238 -1.817 2.635 0.29
H 0.243 -1.298 1.208 0.49
O -2.670 1.853 1.012 -0.51
H -2.460 1.209 1.561 0.25
H -3.230 2.419 1.393 0.25
O -0.843 -2.149 -1.289 -0.86
H -0.937 -2.073 -2.166 0.34
H -0.270 -1.459 -0.692 0.04
O -2.414 0.160 -2.553 -0.72
H -1.693 0.535 -1.992 0.38
H -2.629 -0.607 -1.914 0.30
O 3.113 -0.602 -0.546 -0.77
H 3.567 -0.447 0.316 0.29
H 2.069 -0.426 -0.452 0.29
```

Calculated values
Total charge: -1
LUMO in eV: 2.23
Gap between HOMO and LUMO in eV: 8.98


Which is the most stable structure? model i is the most stable.


Model i:
One molecule with the formula C5H6OS2, computed with wB97M-V/def2-TZVPD.

```
14
Properties=species:S:1:pos:R:3:mulliken_charge:R:1
O 2.971 -1.388 0.038 -0.48
C 2.332 -0.413 -0.317 -0.03
C 1.523 0.577 0.580 -0.57
C 0.364 1.131 -0.139 -0.26
C -0.728 0.440 -0.379 -0.30
S -1.127 -1.238 -0.064 0.04
C -2.826 -1.225 0.083 -0.20
S -3.879 0.032 0.050 -0.26
H 2.249 -0.239 -1.388 0.41
H 1.263 -0.016 1.503 0.27
H 2.270 1.360 0.881 0.33
H 0.347 2.171 -0.425 0.35
H -1.557 1.026 -0.728 0.37
H -3.202 -2.217 0.306 0.31
```

Calculated values
SMILES string: O=CC/C=C\SC=S
LUMO in eV: -0.61
Gap between HOMO and LUMO in eV: 8.40


Model ii:
One molecule with the formula C5H6OS2, computed with wB97M-V/def2-TZVPD.

```
14
Properties=species:S:1:pos:R:3:mulliken_charge:R:1
C -3.263 -0.858 -0.004 -0.69
C -1.954 -1.063 0.005 -0.13
C -0.953 -0.002 0.007 0.25
S -1.260 1.599 -0.002 -0.25
C 0.485 -0.527 -0.006 0.50
O 0.724 -1.709 -0.001 -0.54
S 1.773 0.694 0.001 0.00
C 3.164 -0.447 -0.001 -0.82
H -3.664 0.146 0.014 0.24
H -3.980 -1.691 -0.001 0.25
H -1.549 -2.070 -0.013 0.32
H 3.150 -1.112 0.892 0.27
H 4.055 0.175 -0.001 0.33
H 3.129 -1.096 -0.884 0.27
```

Calculated values
SMILES string: C=CC(=S)C(=O)SC
LUMO in eV: -1.56
Gap between HOMO and LUMO in eV: 7.48


Which is the most stable structure? model ii is the most stable.


Model i:
C4H8BrN as an isolated structure, computed with wB97M-V/def2-TZVPD.

```
14
Properties=species:S:1:pos:R:3:mulliken_charge:R:1
C -0.794 -0.283 1.363 -0.61
C -0.171 0.051 0.036 0.85
C -0.639 0.039 -1.396 -1.34
C 1.675 -0.505 0.058 -0.92
N -0.219 1.061 0.999 -0.38
Br -1.256 2.624 0.872 -0.09
H -1.811 -0.428 1.275 0.35
H -0.285 -0.999 1.955 0.25
H -0.743 -0.994 -1.911 0.26
H -0.043 0.588 -2.062 0.38
H -1.488 0.681 -1.405 0.39
H 2.199 0.408 0.185 0.32
H 1.926 -1.025 -0.932 0.29
H 1.650 -1.219 0.965 0.24
```

Calculated values
LUMO in eV: 0.36
Gap between HOMO and LUMO in eV: 8.91


Model ii:
One molecule with the formula C4H8BrN, computed with wB97M-V/def2-TZVPD.

```
14
Properties=species:S:1:pos:R:3:mulliken_charge:R:1
H -0.203 -3.050 -0.506 0.26
N -0.213 -2.172 0.010 -0.53
C 0.064 -1.147 -0.668 -0.06
C 0.126 0.168 -0.015 0.50
C -0.275 1.350 -0.831 -1.23
C -0.207 0.212 1.438 -1.29
Br 2.535 0.189 0.027 -0.24
H 0.296 -1.139 -1.742 0.36
H -1.361 1.317 -0.945 0.38
H 0.170 1.341 -1.823 0.37
H -0.013 2.282 -0.334 0.34
H 0.162 1.125 1.898 0.41
H -1.291 0.180 1.546 0.37
H 0.210 -0.654 1.945 0.37
```

Calculated values
SMILES string: [H]/N=C/C(C)(C)Br
LUMO in eV: -0.77
Gap between HOMO and LUMO in eV: 8.93


Which is the most stable structure? model ii is the most stable.


Model i:
One molecule with the formula C4H9OPS, computed with wB97M-V/def2-TZVPD.

```
16
Properties=species:S:1:pos:R:3:mulliken_charge:R:1
C -1.039 0.020 0.418 -0.69
C 0.214 -0.871 0.409 -0.59
C -0.807 1.515 0.745 -0.30
C 1.021 -0.921 -0.903 -0.73
O -0.393 4.120 -0.358 -0.62
P -0.768 2.741 -0.403 0.41
S 1.663 0.710 -1.269 -0.22
H -1.467 -0.129 -0.483 0.46
H -1.642 -0.358 1.243 0.28
H 0.948 -0.568 1.166 0.34
H -0.009 -1.944 0.495 0.34
H -0.993 1.892 1.774 0.30
H 1.817 0.461 -2.539 0.12
H 1.777 -1.777 -0.844 0.35
H 0.540 -1.193 -1.773 0.43
H -0.846 2.440 -1.744 0.12
```

Calculated values
LUMO in eV: 0.55
Gap between HOMO and LUMO in eV: 8.98


Model ii:
One molecule with the formula C4H9OPS, computed with wB97M-V/def2-TZVPD.

```
16
Properties=species:S:1:pos:R:3:mulliken_charge:R:1
O -1.220 2.463 0.448 -0.48
P 0.065 1.724 -0.201 0.05
C 0.580 0.745 1.221 -0.58
C 0.651 -0.761 0.922 -0.52
C -0.054 -1.181 -0.413 0.00
S 0.635 -1.944 -2.028 -0.42
C -0.796 0.091 -0.807 -0.86
H -1.508 3.046 -0.279 0.32
H 0.032 0.991 2.189 0.39
H 1.621 1.194 1.438 0.31
H 0.018 -1.281 1.693 0.24
H 1.622 -1.153 1.053 0.39
H -0.607 -2.122 -0.288 0.18
H 1.639 -2.360 -2.822 0.17
H -0.941 0.222 -1.885 0.49
H -1.736 0.325 -0.240 0.31
```

Calculated values
SMILES string: OP1CC[C@H](S)C1
LUMO in eV: 0.28
Gap between HOMO and LUMO in eV: 8.88


Which is the most stable structure? model i is the most stable.